Entry 1:
{
  "formula": "C29H38Cl2N3O3PbS",
  "method": "ωB97M-V/def2-TZVPD",
  "elements": ["O", "C", "C", "C", "H", "C", "H", "C", "H", "C", "H", "C", "H", "H", "C", "C", "H", "H", "H", "C", "C", "H", "H", "H", "H", "Pb", "Cl", "Cl", "H", "H", "C", "C", "N", "H", "C", "O", "H", "H", "H", "H", "H", "H", "C", "C", "N", "H", "C", "O", "H", "H", "H", "H", "N", "S", "C", "C", "C", "C", "C", "C", "C", "C", "C", "C", "C", "C", "H", "H", "H", "H", "H", "H", "H", "H", "H", "H", "H"],
  "coordinates": [[-0.9963, 0.8915, -1.9260], [-1.7437, 1.4428, -2.7468], [-1.2479, 1.9183, -4.0602], [-0.0084, 2.5621, -4.1482], [0.5681, 2.7172, -3.2356], [0.4764, 2.9893, -5.3820], [1.4140, 3.5474, -5.4068], [-0.2341, 2.7024, -6.5543], [0.1713, 3.0068, -7.5226], [-1.4599, 2.0238, -6.4783], [-2.0223, 1.8095, -7.3874], [-1.9757, 1.6486, -5.2365], [-2.9282, 1.1216, -5.1611], [-3.7434, 1.1057, -3.2357], [-3.5871, 3.1541, -2.4959], [-3.2198, 1.6657, -2.4477], [-4.2296, 3.4116, -1.6551], [-4.1273, 3.3750, -3.4148], [-2.7015, 3.7960, -2.4547], [-3.4275, 1.0060, -1.1385], [-3.7906, 1.6820, 0.0865], [-3.1825, -0.0489, -1.0406], [-4.4328, 2.5402, -0.1030], [-2.9104, 2.0354, 0.6405], [-4.3210, 0.9916, 0.7475], [0.8361, -0.3445, -0.8808], [2.0476, 2.0345, -1.2727], [0.7306, -1.8473, -3.0899], [5.1068, -0.0565, -3.2436], [5.9539, 1.6279, -1.8064], [4.2126, -0.1372, -2.6131], [5.2924, 1.3867, -0.9630], [4.6213, 0.1192, -1.2344], [3.7734, -1.1363, -2.6761], [4.1592, -0.6140, -0.2037], [3.2454, -1.4610, -0.2786], [5.8777, 1.2790, -0.0374], [4.6828, -0.3730, 0.7491], [3.4859, 0.6220, -2.9400], [4.5408, 2.1884, -0.8419], [-1.6029, -5.4013, 1.4529], [-0.7778, -5.9887, -1.1933], [-2.3368, -4.7958, 0.9062], [-1.6034, -5.2978, -1.4164], [-1.7863, -4.3239, -0.3528], [-2.6437, -3.9467, 1.5174], [-1.3351, -3.0653, -0.5015], [-1.3836, -2.1737, 0.3572], [-1.3789, -4.7568, -2.3429], [-0.8906, -2.8766, -1.5028], [-3.1921, -5.4422, 0.6889], [-2.5091, -5.9001, -1.5424], [0.5938, 0.6908, 1.6183], [1.5383, 0.3603, 2.8384], [1.0573, 1.4119, 4.1931], [-0.2812, 1.7231, 4.4257], [-0.6194, 2.4770, 5.5582], [0.3810, 2.9351, 6.4204], [1.7258, 2.6748, 6.1391], [2.0744, 1.9334, 5.0121], [1.0302, -1.2862, 3.3531], [0.4577, -1.5343, 4.6060], [0.0351, -2.8273, 4.9284], [0.1897, -3.8663, 4.0010], [0.8009, -3.6168, 2.7637], [1.2575, -2.3376, 2.4571], [0.7676, 1.6648, 1.3424], [-1.0369, 1.3602, 3.7300], [-1.6645, 2.7070, 5.7640], [0.1193, 3.5153, 7.3058], [2.5123, 3.0531, 6.7921], [3.1122, 1.7242, 4.7519], [0.3378, -0.7145, 5.3152], [-0.4214, -3.0160, 5.9031], [-0.1521, -4.8747, 4.2421], [0.9322, -4.4269, 2.0395], [1.7863, -2.1453, 1.5188]],
  "mulliken_charge": [-0.461, -0.716, 0.757, -0.223, 0.254, -0.572, 0.365, -0.445, 0.322, -0.532, 0.354, -0.358, 0.216, 0.321, -1.376, 1.159, 0.430, 0.286, 0.264, -1.059, -1.175, 0.468, 0.446, 0.096, 0.360, 1.469, -0.721, -0.732, 0.331, 0.275, -0.941, -0.843, 0.254, 0.292, 0.116, -0.718, 0.300, 0.238, 0.337, 0.277, 0.275, 0.292, -0.921, -0.907, 0.186, 0.237, 0.538, -0.580, 0.296, -0.119, 0.369, 0.290, -0.440, 0.388, -0.174, -0.090, -0.571, -0.385, -0.585, -0.348, 0.432, -0.313, -0.679, -0.541, -0.612, -0.245, 0.170, 0.492, 0.377, 0.365, 0.353, 0.400, 0.307, 0.376, 0.367, 0.467, 0.423],
  "charge": -1,
  "orbital_gap_ev": [5.47, 2.70],
  "de_lowest_ev": 0.000,
  "lumo_energy_ev": [2.0708, 2.0705]
}


Entry 2:
{
  "formula": "C29H38HgN5O7S2",
  "method": "ωB97M-V/def2-TZVPD",
  "elements": ["Hg", "C", "C", "S", "O", "O", "C", "C", "N", "C", "N", "C", "C", "N", "O", "O", "C", "H", "H", "H", "H", "H", "H", "H", "H", "H", "H", "H", "H", "H", "O", "C", "N", "C", "C", "O", "N", "C", "C", "C", "C", "C", "C", "C", "C", "C", "C", "C", "C", "H", "H", "H", "H", "H", "H", "H", "H", "H", "H", "H", "C", "C", "C", "S", "O", "C", "C", "C", "H", "H", "H", "H", "H", "H", "H", "H", "H", "H", "H", "H", "H", "H"],
  "coordinates": [[-0.1436, 0.0298, 1.9770], [-8.2225, -1.7113, 0.0857], [-7.0641, -2.0924, 1.0023], [-5.9971, -3.2268, 0.1430], [-6.7835, -4.3313, -0.3448], [-5.1790, -2.4785, -0.7789], [-4.9297, -3.8650, 1.4278], [-3.7244, -4.5728, 0.8005], [-2.6771, -3.6348, 0.3981], [-1.9431, -2.8874, 1.2589], [-1.1607, -2.0404, 0.6190], [-1.3951, -2.2184, -0.7112], [-2.3195, -3.1993, -0.8646], [-2.7938, -3.7423, -2.1033], [-2.5345, -3.1069, -3.1017], [-3.3823, -4.8106, -2.0849], [-2.0124, -2.9963, 2.7431], [-8.9258, -1.0717, 0.6154], [-8.7424, -2.6051, -0.2543], [-7.8548, -1.1777, -0.7898], [-7.4049, -2.6134, 1.8986], [-6.4439, -1.2354, 1.2648], [-5.5318, -4.5706, 1.9987], [-4.6288, -3.0224, 2.0505], [-4.0370, -5.1244, -0.0799], [-3.2974, -5.2769, 1.5118], [-0.8809, -1.6596, -1.4743], [-2.3639, -3.9724, 3.0725], [-2.6733, -2.2297, 3.1535], [-1.0187, -2.8210, 3.1511], [2.4482, -0.0630, 3.0958], [2.7365, 0.0789, 1.9123], [3.9928, 0.1331, 1.3881], [3.9814, 0.2326, -0.0593], [2.4311, 0.2758, -0.3008], [1.8980, 0.3671, -1.3882], [1.8176, 0.2172, 0.9019], [4.6438, 1.5245, -0.5525], [4.2653, 2.1221, -1.7511], [4.8685, 3.3003, -2.1690], [5.8704, 3.8875, -1.4101], [6.2654, 3.2852, -0.2252], [5.6541, 2.1146, 0.1996], [4.6330, -0.9769, -0.7357], [4.1965, -1.4384, -1.9737], [4.7938, -2.5452, -2.5613], [5.8410, -3.1994, -1.9305], [6.2963, -2.7297, -0.7076], [5.6983, -1.6257, -0.1190], [4.7983, -0.0538, 1.9546], [3.4798, 1.6766, -2.3451], [4.5464, 3.7619, -3.0940], [6.3433, 4.8030, -1.7412], [7.0501, 3.7280, 0.3750], [5.9750, 1.6660, 1.1309], [3.3732, -0.9424, -2.4678], [4.4304, -2.8988, -3.5179], [6.3027, -4.0644, -2.3885], [7.1190, -3.2236, -0.2064], [6.0852, -1.2736, 0.8293], [-0.7594, 3.0447, -2.6765], [-1.0313, 4.1579, -1.6678], [-2.1111, 3.7711, -0.6545], [-1.4646, 2.5513, 0.5212], [-2.5888, 1.6099, 0.8634], [-1.2961, 3.6206, 1.9720], [-0.0220, 4.4664, 1.9708], [1.2582, 3.6349, 1.8737], [0.0268, 3.3345, -3.3731], [-1.6592, 2.8250, -3.2545], [-0.4411, 2.1270, -2.1779], [-1.3451, 5.0646, -2.1883], [-0.1045, 4.3961, -1.1373], [-2.9453, 3.2561, -1.1333], [-2.4894, 4.6336, -0.1056], [-1.2943, 2.9133, 2.8044], [-2.2007, 4.2268, 2.0326], [-0.0056, 5.0448, 2.8964], [-0.0636, 5.1836, 1.1459], [1.3117, 2.9086, 2.6889], [2.1411, 4.2715, 1.9377], [1.3150, 3.0826, 0.9349]],
  "mulliken_charge": [0.960, -1.254, -0.464, 1.217, -0.689, -0.592, -0.621, -1.326, 0.348, 0.895, -0.321, -1.148, 0.305, 1.183, -0.629, -0.642, -1.757, 0.372, 0.353, 0.338, 0.381, 0.391, 0.545, 0.414, 0.436, 0.453, 0.672, 0.357, 0.301, 0.426, -0.745, 0.151, 0.170, 2.539, -0.241, -0.606, -0.322, -0.494, -0.036, -0.957, -0.387, -0.867, -0.238, -0.295, -0.133, -0.957, -0.384, -0.941, -0.238, 0.245, 0.467, 0.401, 0.398, 0.392, 0.276, 0.514, 0.407, 0.397, 0.382, 0.214, -1.131, -0.146, -1.057, 0.692, -0.687, -0.831, -0.525, -0.669, 0.370, 0.344, 0.174, 0.387, 0.128, 0.496, 0.339, 0.399, 0.445, 0.386, 0.212, 0.235, 0.430, -0.005],
  "charge": 0,
  "multiplicity": 2,
  "s_squared": 0.753,
  "orbital_gap_ev": [7.51, 7.47],
  "lumo_energy_ev": [-0.1241, -1.3607]
}


Entry 3:
{
  "formula": "C29H38MnN4OP",
  "method": "ωB97M-V/def2-TZVPD",
  "elements": ["Mn", "C", "C", "N", "C", "C", "N", "C", "C", "C", "N", "C", "C", "N", "C", "H", "H", "H", "H", "H", "H", "H", "H", "H", "H", "H", "H", "H", "H", "H", "H", "H", "H", "H", "H", "H", "H", "H", "H", "O", "C", "C", "C", "C", "C", "C", "C", "P", "C", "C", "C", "C", "C", "C", "C", "C", "C", "C", "C", "C", "H", "H", "H", "H", "H", "H", "H", "H", "H", "H", "H", "H", "H", "H"],
  "coordinates": [[0.0176, 0.1276, 0.0759], [-2.3378, -0.6364, 2.9429], [-2.7786, 0.5597, 2.1086], [-2.3480, 0.5354, 0.7074], [-3.1998, -0.2105, -0.2243], [-2.6122, -1.5729, -0.5647], [-1.2677, -1.4087, -1.1405], [-0.6910, -2.6995, -1.5500], [0.6078, -2.5184, -2.3260], [1.8921, -2.3126, -1.5089], [1.7033, -1.6285, -0.2129], [1.6710, -2.5678, 0.9220], [1.1306, -1.8985, 2.1707], [-0.1887, -1.3246, 1.8911], [-0.8306, -0.7886, 3.1023], [-2.7672, -1.5663, 2.5561], [-2.7681, -0.5150, 3.9392], [-2.3483, 1.4594, 2.5554], [-3.8692, 0.6630, 2.1710], [-2.2999, 1.4943, 0.3859], [-3.2664, 0.3650, -1.1514], [-4.2218, -0.3236, 0.1539], [-3.2739, -2.1033, -1.2601], [-2.5314, -2.2000, 0.3265], [-1.3854, -0.8688, -1.9997], [-1.4097, -3.2366, -2.1820], [-0.5554, -3.3159, -0.6595], [0.4693, -1.6820, -3.0185], [0.7487, -3.3953, -2.9599], [2.5850, -1.7153, -2.1028], [2.3864, -3.2755, -1.3441], [2.5111, -1.0282, -0.0660], [2.6670, -2.9798, 1.1202], [1.0381, -3.4159, 0.6554], [1.7935, -1.0894, 2.4907], [1.0842, -2.6257, 2.9910], [-0.7844, -2.0667, 1.5298], [-0.3728, 0.1793, 3.3303], [-0.6230, -1.4505, 3.9523], [-0.5623, 2.2001, -1.1798], [-0.0306, 2.2051, -0.0664], [0.5786, 3.4393, 0.5178], [0.0663, 4.7238, 0.4266], [0.6348, 5.7401, 1.1825], [1.7137, 5.4751, 2.0156], [2.2558, 4.1981, 2.0980], [1.6812, 3.1738, 1.3606], [2.3383, 1.4864, 1.1562], [3.3463, 1.7764, -0.3424], [3.0060, 1.1805, -1.5511], [3.7421, 1.4302, -2.7013], [4.8330, 2.2808, -2.6513], [5.1756, 2.8932, -1.4521], [4.4347, 2.6490, -0.3107], [3.5903, 1.2025, 2.4404], [3.2413, 1.4298, 3.7743], [4.0993, 1.0650, 4.7978], [5.3092, 0.4486, 4.5051], [5.6559, 0.2062, 3.1854], [4.8058, 0.5822, 2.1567], [-0.7752, 4.9243, -0.2249], [0.2366, 6.7437, 1.1244], [2.1461, 6.2759, 2.6011], [3.1169, 4.0106, 2.7269], [2.1291, 0.5403, -1.6238], [3.4512, 0.9689, -3.6355], [5.4102, 2.4794, -3.5438], [6.0186, 3.5692, -1.4118], [4.7034, 3.1401, 0.6165], [2.2946, 1.9016, 4.0140], [3.8242, 1.2621, 5.8253], [5.9792, 0.1616, 5.3035], [6.5996, -0.2685, 2.9510], [5.0999, 0.4054, 1.1291]],
  "mulliken_charge": [1.096, -0.819, -1.095, 0.193, -0.950, -0.811, -0.198, -0.970, -0.723, -0.730, 0.313, -0.886, -0.544, 0.022, -0.623, 0.282, 0.423, 0.438, 0.402, 0.319, 0.407, 0.346, 0.493, 0.301, 0.266, 0.617, 0.254, 0.285, 0.457, 0.329, 0.491, -0.128, 0.499, 0.405, 0.083, 0.466, 0.098, 0.194, 0.521, -0.524, -0.764, 0.088, -0.673, -0.701, -0.632, -0.799, 0.534, 2.431, -0.030, 0.269, -0.942, -0.654, -0.777, -0.442, 0.154, -0.350, -0.767, -0.583, -0.740, -0.715, 0.541, 0.409, 0.454, 0.482, 0.332, 0.470, 0.406, 0.437, 0.438, 0.442, 0.435, 0.413, 0.443, 0.387],
  "charge": 1,
  "multiplicity": 6,
  "s_squared": 8.764,
  "orbital_gap_ev": [7.13, 7.81],
  "lumo_energy_ev": [-1.8580, -2.0229]
}


> Which value of charge does entry 1 give?

-1


> Which formula does entry 1 have?

C29H38Cl2N3O3PbS